[1]
ORCA calculation (the ωB97M-V functional and the def2-TZVPD basis) on C57H50Cl2FGeN2O2P3Zn as an isolated structure at a distorted geometry.

XYZ file:
```
119
Properties=species:S:1:pos:R:3:mulliken_charge:R:1
Zn 0.3251 0.0508 0.2285 3.156
F -3.1263 -0.9666 -3.3830 -0.493
Ge -1.8484 -0.6307 -2.1644 0.877
C -0.6384 -2.1658 -2.6014 0.351
C -0.8382 -2.5745 -3.9319 -0.708
C -0.3606 -3.7780 -4.3625 -0.735
C 0.3037 -4.6396 -3.5141 -1.093
C 0.5929 -4.2029 -2.2474 -0.744
C 0.1739 -2.9656 -1.7607 0.307
P 0.8123 -2.4681 -0.1455 1.672
C -0.1433 -3.3457 1.1070 0.278
C 0.4406 -3.6703 2.3739 -0.705
C -0.2625 -4.4371 3.2992 -0.718
C -1.5772 -4.8393 2.9964 -0.999
C -2.0996 -4.5585 1.7591 -0.485
C -1.4089 -3.8728 0.7950 -0.795
C 2.4589 -3.2197 0.1167 0.817
C 2.6722 -4.6214 0.3070 -0.392
C 3.9407 -5.1089 0.5136 -0.662
C 5.0290 -4.2778 0.6023 -0.700
C 4.8147 -2.8746 0.6567 -0.935
C 3.5574 -2.3456 0.3711 -0.295
C -2.9733 -0.8828 -0.5060 -1.176
C -3.8632 -1.9622 -0.6712 -0.431
C -4.4536 -2.6435 0.4186 -1.037
C -4.3753 -2.0837 1.6810 -0.808
C -3.7022 -0.8890 1.8568 -0.199
C -3.0092 -0.3098 0.7988 1.463
P -2.3549 1.3556 0.9488 1.196
C -3.6989 2.4986 0.6339 0.968
C -5.0138 2.2611 1.0131 -0.344
C -5.9721 3.1619 0.6748 -0.872
C -5.6315 4.3835 0.0898 -0.508
C -4.2709 4.6705 -0.2069 -0.999
C -3.2996 3.7491 0.1439 -0.742
C -1.8404 1.8275 2.6872 1.366
C -2.8724 2.4796 3.4162 -0.480
C -2.7256 3.2322 4.5585 -0.815
C -1.5856 3.7939 5.2372 -0.437
C -0.2482 3.6345 5.0283 -1.157
C 0.0971 3.0126 3.7080 -0.395
C -1.3073 1.0641 -3.0983 -0.535
C -2.1843 1.6031 -4.0687 -0.313
C -2.1307 2.9429 -4.4693 -0.902
C -1.1181 3.7299 -3.9913 -0.837
C -0.1606 3.2297 -3.0950 -1.182
C -0.1766 1.8636 -2.8115 0.463
P 1.2117 1.0212 -1.9305 0.941
C 2.4268 2.3736 -1.7325 0.574
C 2.9649 2.6513 -0.4960 -0.388
C 3.8723 3.6769 -0.3966 -0.513
C 4.2577 4.4100 -1.5116 -0.611
C 3.7584 4.0975 -2.7575 -0.856
C 2.8564 3.0124 -2.8979 -0.700
C 1.9792 -0.0094 -3.1722 0.661
C 3.1866 -0.6091 -2.8363 -0.468
C 3.9083 -1.3571 -3.7643 -0.537
C 3.4438 -1.5204 -5.0420 -0.676
C 2.2241 -1.0067 -5.3916 -0.595
C 1.5141 -0.1675 -4.4718 -0.182
H -1.3325 -1.9072 -4.6035 0.654
H -0.5405 -4.0225 -5.4237 0.428
H 0.6002 -5.6511 -3.8127 0.465
H 1.1195 -4.8398 -1.5775 0.481
H 1.4600 -3.3586 2.5647 0.838
H 0.2095 -4.6351 4.2953 0.408
H -2.0775 -5.3106 3.8549 0.393
H -3.1537 -4.8103 1.5124 0.458
H -1.7917 -3.7364 -0.2216 0.441
H 1.7811 -5.2584 0.3585 0.356
H 4.0579 -6.2020 0.6066 0.429
H 6.1095 -4.6404 0.8166 0.328
H 5.6197 -2.1598 0.8934 0.555
H 3.3412 -1.2710 0.4401 0.324
H -4.0094 -2.3011 -1.7121 0.467
H -5.0603 -3.5057 0.2343 0.577
H -4.8707 -2.4299 2.5812 0.481
H -3.6833 -0.3769 2.8416 0.454
H -5.3320 1.3975 1.6220 0.340
H -7.0425 3.0455 0.8987 0.412
H -6.3898 5.1567 -0.0415 0.424
H -3.9691 5.6564 -0.5771 0.447
H -2.2201 3.9161 0.0431 0.343
H -3.8698 2.1523 3.1551 0.235
H -3.6582 3.4208 5.0981 0.372
H -1.9218 4.5228 5.9856 0.371
H 0.4348 3.9259 5.8307 0.475
H 1.2077 2.8329 3.7192 0.380
H -2.9482 0.9364 -4.4517 0.547
H -2.8605 3.2848 -5.2064 0.458
H -1.0497 4.7776 -4.2910 0.464
H 0.4840 3.9163 -2.5913 0.674
H 2.6732 2.1295 0.4212 0.281
H 4.2930 3.9468 0.5667 0.459
H 4.9284 5.2717 -1.3559 0.384
H 4.0180 4.7163 -3.6351 0.401
H 2.4640 2.7110 -3.8673 0.501
H 3.5334 -0.5780 -1.8169 0.448
H 4.8863 -1.7686 -3.4081 0.386
H 4.0108 -2.1754 -5.7210 0.370
H 1.8232 -1.1782 -6.4223 0.399
H 0.6214 0.3415 -4.7825 0.419
C 0.4711 4.8627 2.0401 -0.757
O -0.3616 3.8417 2.5886 0.021
C -0.5571 1.6534 3.2799 -0.607
O -1.0800 1.6443 0.1543 -0.601
N 0.2090 0.4730 3.1367 -0.082
N -0.3756 -0.6097 2.4131 -1.033
H 0.7974 5.5480 2.7996 0.384
H -0.1006 5.4889 1.3563 0.250
H 1.3560 4.4630 1.4853 0.164
H 0.7523 0.2567 4.0019 0.370
H -1.3588 -0.8089 2.6832 0.178
H 0.1835 -1.4685 2.5689 0.244
Cl 7.0291 -2.0784 4.7346 -0.135
C 5.2963 -2.5374 4.8097 -0.201
Cl 4.0998 -1.2332 4.7238 -0.128
H 5.1542 -2.9819 5.8154 0.346
H 5.0381 -3.2379 3.9964 0.123
```

- Frontier orbital gap: 0.236 Eh
- Total charge: +2

***

[2]
ORCA calculation (the ωB97M-V functional and the def2-TZVPD basis) on an isolated ion of composition C4H8N3OS and charge +1 at a distorted geometry.

XYZ file:
```
17
Properties=species:S:1:pos:R:3:nbo_charge:R:1
C 0.2585 1.4867 0.1036 0.783
C -1.4759 -0.5245 0.0606 0.366
C 0.9706 -0.8974 0.1230 -0.278
C 2.1432 0.1740 -0.1639 -0.069
N -0.2376 -0.0954 0.0547 -0.432
N -1.5835 -1.8650 -0.0072 -0.781
N -0.5967 2.3983 0.1286 -0.740
O 1.5423 1.4602 -0.0201 -0.443
S -2.8027 0.5507 -0.0288 0.180
H 1.1556 -1.5348 -0.7162 0.225
H 1.2681 -1.4080 1.1602 0.251
H 2.8263 0.2220 0.6808 0.225
H 2.6135 -0.1132 -1.2061 0.228
H -1.0499 -2.5321 -0.4878 0.433
H -2.4882 -2.2716 0.3128 0.428
H -2.0704 1.5692 -0.2394 0.191
H -0.4732 3.3808 0.2450 0.433
```

- Frontier orbital gap: 0.385 Eh
- Total charge: +1
- Relative energy (zero: lowest compared OMol25 entry of this formula, charge and spin): 54.1 kcal per mole

***

[3]
ORCA calculation (the ωB97M-V functional and the def2-TZVPD basis) on C15H12MnN3OSSe2 as an isolated structure.

XYZ file:
```
35
Properties=species:S:1:pos:R:3:nbo_charge:R:1
Mn 0.0951 -0.1408 -0.1812 1.031
Se 1.5378 -1.3627 -2.6108 0.252
Se 1.0075 -3.0497 -1.0742 0.240
C -0.8939 -2.7683 -1.0739 0.032
C -1.7439 -3.8095 -1.3937 -0.241
C -3.1131 -3.5746 -1.3489 -0.122
C -3.5726 -2.3128 -1.0192 -0.232
C -2.6505 -1.3207 -0.7281 0.078
N -1.3346 -1.5527 -0.7371 -0.552
C 2.6892 -0.3467 -1.4587 0.032
C 4.0187 -0.1440 -1.7733 -0.237
C 4.7772 0.6411 -0.9125 -0.124
C 4.1893 1.1643 0.2260 -0.228
C 2.8512 0.8999 0.4688 0.078
N 2.1176 0.1690 -0.3732 -0.539
H -1.3438 -4.7706 -1.6825 0.248
H -3.8070 -4.3691 -1.5889 0.241
H -4.6290 -2.0887 -0.9892 0.245
H -2.9495 -0.3112 -0.4790 0.230
H 4.4471 -0.5946 -2.6567 0.248
H 5.8208 0.8272 -1.1280 0.242
H 4.7525 1.7702 0.9209 0.244
H 2.3356 1.2739 1.3427 0.226
O -0.0438 0.2464 1.6534 -0.621
N -0.7204 1.3605 2.0107 -0.011
C -0.8558 1.5666 3.3441 0.034
C -1.5102 2.6684 3.8048 -0.250
C -2.0364 3.5768 2.8741 -0.147
C -1.8843 3.3413 1.5351 -0.225
C -1.2043 2.1984 1.0730 0.033
S -0.9664 1.8252 -0.5909 -0.180
H -0.4119 0.7976 3.9567 0.244
H -1.6106 2.8164 4.8693 0.245
H -2.5594 4.4598 3.2144 0.239
H -2.2764 4.0226 0.7937 0.246
```

- Frontier orbital gap (alpha / beta): 0.253 / 0.259 Eh
- Total charge: +1
- Spin multiplicity: 2

***

[4]
ORCA calculation (the ωB97M-V functional and the def2-TZVPD basis) on a 2-piece molecular cluster, C4H4 overall at a distorted geometry.

XYZ file:
```
8
Properties=species:S:1:pos:R:3:nbo_charge:R:1
C -1.2801 -0.5410 0.1107 -0.242
C -2.1925 0.2350 -0.1700 -0.285
H -0.4288 -1.1276 0.3646 0.247
H -3.2738 0.8014 -0.0366 0.279
C 2.1820 -0.2721 -0.1310 -0.274
C 1.6209 0.7461 0.1059 -0.263
H 2.7376 -1.2686 -0.2547 0.256
H 0.6347 1.4267 0.0111 0.283
```

- SMILES: C#C.C#C
- Frontier orbital gap: 0.429 Eh
- Total charge: 0
- Relative energy (zero: lowest compared OMol25 entry of this formula, charge and spin): 72.3 kcal per mole

***

[5]
ORCA calculation (the ωB97M-V functional and the def2-TZVPD basis) on C7H12O as an isolated structure at a distorted geometry.

XYZ file:
```
20
Properties=species:S:1:pos:R:3:nbo_charge:R:1
C -0.1705 -0.7187 -1.8809 -0.573
C -0.6747 0.2250 -0.8585 -0.351
C -1.3010 -0.6449 0.2670 -0.378
C -0.7073 -0.2786 1.7580 -0.406
C 0.5764 0.0293 1.0049 0.023
C 1.8969 1.1798 0.1275 -0.043
C 0.3201 0.8546 -0.0528 -0.228
H 1.1170 -0.7138 -1.3550 0.181
H 0.0968 -0.1480 -2.8233 0.223
H -0.6987 -2.0518 -1.9925 0.240
H -1.6566 0.9599 -1.0447 0.229
H -1.0921 -1.8556 0.0786 0.201
H -2.5671 -0.8083 0.4530 0.225
H -0.8812 -1.0607 2.3691 0.210
H -1.4579 0.5975 2.0917 0.201
H 0.8438 -0.8609 0.5247 0.174
H 2.3290 2.1183 0.1080 0.193
H 2.4510 0.3627 -0.5563 0.157
H 0.0139 1.9884 0.2902 0.218
O 1.5621 0.8257 1.4914 -0.499
```

- Frontier orbital gap: 0.377 Eh
- Total charge: 0
- Relative energy (zero: lowest compared OMol25 entry of this formula, charge and spin): 195.6 kcal per mole

***

Number 1: total energy -227542.5071 eV. Number 2: total energy -21622.4104 eV. Number 3: total energy -195108.9339 eV. Number 4: total energy -4207.0232 eV. Number 5: total energy -9492.3350 eV.